19
Properties=species:S:1:pos:R:3:forces:R:3:lowdin_charge:R:1 method="wB97M-V/def2-TZVPD" e_above_lowest_ev=4.558 orbital_gap_ev=7.6 charge=0 energy_ha=-310.89177
C 1.9582 -0.4951 -0.7630 0.226 0.069 -0.068 -0.07
C 1.0531 0.2070 0.1058 -0.062 0.098 -0.173 -0.48
O 1.3008 0.3376 1.4130 0.134 -0.140 0.074 0.08
C 0.0886 1.2392 -0.4060 0.066 -0.085 -0.051 -0.13
C -1.2769 1.0871 0.2612 -0.005 0.048 0.057 -0.20
C -1.7484 -0.3423 -0.0302 -0.068 0.051 -0.036 -0.27
C -0.6073 -1.3000 0.2736 -0.129 -0.032 0.087 -0.16
H 2.7982 -1.0071 -0.2977 -0.122 0.070 -0.029 0.06
H 2.1133 -0.0859 -1.7555 -0.040 -0.022 0.122 0.06
H 0.7553 -1.1265 -0.4817 -0.178 -0.061 0.054 0.14
H 2.0752 -0.1979 1.6403 -0.110 0.105 -0.034 0.13
H 0.5516 2.2141 -0.2046 -0.062 -0.146 -0.023 0.14
H -0.0022 1.1205 -1.4912 0.022 0.005 0.153 0.13
H -1.1699 1.2427 1.3418 -0.021 -0.031 -0.135 0.11
H -1.9733 1.8462 -0.1124 0.085 -0.112 0.046 0.11
H -2.0128 -0.4066 -1.0956 0.041 -0.002 0.136 0.11
H -2.6698 -0.5582 0.5301 0.132 0.020 -0.082 0.10
H -0.7159 -2.2517 -0.2707 0.091 0.128 0.028 0.07
H -0.5180 -1.5231 1.3427 0.002 0.040 -0.127 0.07

---

18
Properties=species:S:1:pos:R:3:forces:R:3:lowdin_charge:R:1 method="wB97M-V/def2-TZVPD" e_above_lowest_ev=1.502 orbital_gap_ev=10.6 smiles="C=CCC.CO" charge=0 energy_ha=-272.89346
C 1.8417 -0.0992 -1.4355 0.015 -0.053 -0.022 -0.11
C 1.2755 0.9547 -0.4798 0.003 0.107 -0.014 -0.27
C 0.9357 0.4438 0.8942 -0.084 0.160 0.140 -0.21
C -0.1638 0.7721 1.5704 0.202 0.080 -0.057 -0.02
O -1.5129 -1.4846 0.8718 0.097 -0.355 -0.046 -0.14
C -2.4211 -0.8921 -0.0245 -0.348 0.076 -0.281 -0.18
H 2.6931 -0.6274 -0.9911 -0.116 0.100 -0.036 0.07
H 2.1894 0.3720 -2.3609 -0.057 -0.087 0.133 0.07
H 1.0922 -0.8510 -1.7084 0.072 0.112 0.099 0.07
H 0.3856 1.4206 -0.9233 0.143 -0.029 0.094 0.11
H 2.0144 1.7568 -0.3545 -0.033 -0.081 -0.094 0.11
H -0.6383 -1.1220 0.6897 -0.172 -0.099 0.179 0.02
H 1.6656 -0.2156 1.3685 -0.038 0.123 -0.076 0.11
H -0.3732 0.3833 2.5620 0.119 0.077 -0.121 0.07
H -0.9406 1.3940 1.1262 0.198 -0.017 0.065 0.07
H -2.8652 -1.6696 -0.6530 -0.055 0.124 -0.049 0.07
H -1.9529 -0.1435 -0.6811 -0.028 -0.170 0.149 0.07
H -3.2252 -0.3923 0.5293 0.081 -0.068 -0.062 0.08

---

53
Properties=species:S:1:pos:R:3:forces:R:3:lowdin_charge:R:1 method="wB97M-V/def2-TZVPD" e_above_lowest_ev=0.000 orbital_gap_ev=8.7 smiles="Cc1ccc(-n2c(SCC(=O)N3CC(=O)Nc4ccccc43)nc3ccccc3c2=O)cc1" charge=0 energy_ha=-1807.70991
C 4.9864 2.2218 2.2801 -0.024 -0.006 0.069 -0.05
C 3.9771 1.5971 1.3691 0.014 -0.089 -0.059 -0.27
C 2.8422 2.3037 0.9861 -0.058 -0.064 -0.039 -0.02
C 1.8870 1.7283 0.1716 0.013 -0.113 0.021 -0.01
C 2.0575 0.4248 -0.2698 0.419 0.227 0.224 -0.26
C 3.1966 -0.2862 0.0796 -0.185 0.143 -0.223 -0.05
C 4.1424 0.3005 0.8992 0.000 0.092 0.069 -0.03
H 5.0251 -0.2584 1.1720 0.102 -0.048 0.036 0.12
H 3.3412 -1.2893 -0.2923 0.007 -0.097 -0.052 0.12
N 1.0653 -0.1813 -1.0952 0.124 0.159 -0.224 0.07
C 0.3800 -1.2714 -0.6516 -0.649 -0.682 0.073 -0.54
N -0.5083 -1.9133 -1.3170 0.279 -0.235 0.248 0.10
C -0.8192 -1.4779 -2.5764 0.262 0.473 -0.439 -0.23
C -1.7684 -2.1773 -3.3282 0.050 0.077 -0.078 -0.02
C -2.1072 -1.7325 -4.5854 -0.030 -0.083 0.092 -0.07
C -1.5162 -0.5883 -5.1204 0.048 0.154 -0.084 -0.07
C -0.5766 0.1071 -4.3938 0.054 0.021 0.052 -0.01
C -0.2158 -0.3310 -3.1186 -0.317 -0.383 -0.134 -0.08
C 0.7859 0.3953 -2.3467 0.049 0.061 -0.095 -0.35
O 1.3585 1.4008 -2.7035 -0.030 0.041 -0.065 0.11
H -0.0976 0.9924 -4.7840 0.030 0.075 -0.051 0.12
H -1.7955 -0.2524 -6.1074 -0.010 0.036 -0.080 0.10
H -2.8400 -2.2741 -5.1654 -0.061 -0.052 -0.042 0.11
H -2.2174 -3.0600 -2.9010 -0.047 -0.100 0.070 0.11
S 0.7510 -1.7893 0.9907 0.030 -0.211 0.400 1.09
C -0.6907 -2.8571 1.3411 0.430 0.100 -0.048 -0.30
C -1.3666 -2.2917 2.5754 0.086 -0.267 -0.192 -0.51
O -1.3627 -2.8853 3.6303 0.100 -0.167 0.116 0.08
N -1.8869 -1.0327 2.4622 -0.256 0.391 0.189 0.00
C -2.0814 -0.3182 1.2664 -0.080 0.174 -0.357 -0.19
C -2.8323 -0.8045 0.2061 -0.018 0.255 0.108 -0.01
C -3.0096 -0.0306 -0.9278 -0.128 0.011 0.000 -0.08
C -2.4465 1.2324 -1.0056 -0.026 -0.044 0.010 -0.07
C -1.7338 1.7444 0.0640 0.012 -0.044 0.104 -0.02
C -1.5568 0.9790 1.2086 -0.216 -0.317 -0.158 -0.19
N -0.8720 1.4590 2.3195 0.249 0.354 -0.345 0.17
C -1.0254 0.9624 3.5793 -0.170 -0.259 0.122 -0.43
O -0.4620 1.4404 4.5329 0.043 0.042 0.270 0.09
C -1.9937 -0.2165 3.6536 -0.008 -0.004 0.458 -0.01
H -1.7546 -0.8340 4.5216 -0.033 0.208 -0.137 0.14
H -3.0131 0.1743 3.7638 0.097 -0.024 0.025 0.15
H -0.3017 2.2886 2.2168 -0.023 -0.135 0.130 0.16
H -1.3247 2.7428 0.0200 0.039 0.133 0.012 0.11
H -2.5742 1.8271 -1.8966 -0.022 0.074 -0.088 0.11
H -3.5902 -0.4145 -1.7515 -0.040 -0.039 -0.093 0.11
H -3.2819 -1.7828 0.2756 -0.041 -0.111 0.034 0.13
H -0.3258 -3.8566 1.5722 -0.136 0.087 -0.012 0.09
H -1.2838 -2.8602 0.4296 -0.044 -0.084 0.067 0.06
H 1.0181 2.2844 -0.1421 -0.075 0.046 -0.056 0.10
H 2.7089 3.3192 1.3301 -0.006 0.119 0.023 0.12
H 5.1225 3.2746 2.0434 0.060 0.066 0.018 0.08
H 5.9449 1.7149 2.2070 0.088 0.010 0.025 0.08
H 4.6422 2.1523 3.3123 0.049 0.031 0.083 0.09